1.
# C10H10N2O5SSeV

A molecular structure, C10H10N2O5SSeV (ωB97M-V/def2-TZVPD, the Open Molecules 2025 dataset).

E_HOMO (spin up / spin down), eV: 0.5 / 0.5
Relative energy (zero: lowest compared OMol25 entry of this formula, charge and spin), kcal/mol: 2.2
LUMO (spin up / spin down), eV: 4.7 / 4.7
Strongest force on any atom, eV/Å: 0.311
E, hartree: -4616.5752

The geometry in ORCA input format:
```
! wB97M-V def2-TZVPD RIJCOSX def2/J DEFGRID3
* xyz -2 2
V -0.0301 0.5189 0.1010
O -0.8321 4.4471 1.1159
C -0.7971 3.2061 0.4996
O 0.1578 2.3951 0.8886
C -1.6704 2.8187 -0.4488
C -2.7563 3.4877 -1.1232
C -3.3648 2.9001 -2.1729
C -2.9388 1.5856 -2.6496
C -1.9650 0.9518 -1.9501
N -1.3639 1.4880 -0.8638
C -1.3556 -0.3991 -2.2836
O -1.7792 -1.1044 -3.1908
O -0.3641 -0.6972 -1.4976
H -0.0632 4.4211 1.6976
H -3.0607 4.4701 -0.7797
H -4.1760 3.4147 -2.6787
H -3.3672 1.1127 -3.5210
C 4.0577 -2.1684 1.0936
S 2.4011 -2.1116 1.7936
C 1.4519 -2.7281 0.3973
H 4.0724 -1.6806 0.1191
H 4.4355 -3.1896 0.9970
H 4.7175 -1.6050 1.7515
H 1.6851 -3.7755 0.1948
H 1.6292 -2.1229 -0.4912
H 0.4014 -2.6185 0.6574
O -0.5640 -0.3465 1.3328
Se 4.8176 1.0528 -1.1750
C 3.1134 0.7686 -0.6806
N 2.0163 0.5671 -0.3625
*
```

2.
# C3H7ClO3S

A single C3H7ClO3S molecule (ωB97M-V/def2-TZVPD, the Open Molecules 2025 dataset).

E_HOMO (spin up / spin down), eV: -5.6 / -10.8
LUMO (spin up / spin down), eV: 0.6 / -4.6
Strongest force on any atom, eV/Å: 5.904
E, hartree: -1202.3857

The geometry in ORCA input format:
```
! wB97M-V def2-TZVPD RIJCOSX def2/J DEFGRID3
* xyz 0 3
C 1.0520 -0.7347 -0.8306
C 0.6070 0.2538 1.4585
C 0.3575 0.3732 0.0023
O -1.8615 0.6059 -1.5818
O -1.6635 -1.5411 -0.3431
O 0.3854 1.6208 -0.5592
S -1.5061 -0.1162 -0.4216
Cl -2.5028 0.3850 1.2972
H 0.7915 -1.7518 -0.4091
H 2.0423 -0.5302 -1.0655
H 0.6182 -0.8034 -1.8009
H -0.2033 0.6214 2.0657
H 1.5003 0.7603 1.8112
H 0.6246 -0.7557 1.7112
H -0.2418 1.6129 -1.3345
*
```

3.
# C4H10O

2 unconnected molecules or ions with the total composition C4H10O (ωB97M-V/def2-TZVPD, the Open Molecules 2025 dataset).

E_HOMO, eV: -9.5
Relative energy (zero: lowest compared OMol25 entry of this formula, charge and spin), kcal/mol: 17.4
LUMO, eV: 0.9
SMILES: C=C(C)C.O
Strongest force on any atom, eV/Å: 0.367
E, hartree: -233.6171

The geometry in ORCA input format:
```
! wB97M-V def2-TZVPD RIJCOSX def2/J DEFGRID3
* xyz 0 1
C -0.2592 -0.0088 1.5085
C -0.3437 -0.3424 0.2175
C -1.3471 0.2950 -0.7092
C 0.5349 -1.4114 -0.3832
H 0.4556 -0.4883 2.1742
H -0.9087 0.7517 1.9376
H -1.6299 1.2967 -0.3731
H -0.9559 0.3835 -1.7278
H -2.2512 -0.3233 -0.7475
H -0.0074 -2.3634 -0.3963
H 0.8068 -1.1781 -1.4191
H 1.4540 -1.5602 0.1938
O 1.4572 1.6726 -0.3944
H 1.0269 1.3540 0.4143
H 2.1248 0.9985 -0.5654
*
```

4.
# C5H9F2N

A molecular structure, C5H9F2N (ωB97M-V/def2-TZVPD, the Open Molecules 2025 dataset).

E_HOMO, eV: -9.4
Relative energy (zero: lowest compared OMol25 entry of this formula, charge and spin), kcal/mol: 44.7
LUMO, eV: 1.0
Strongest force on any atom, eV/Å: 6.755
E, hartree: -450.3056

The geometry in ORCA input format:
```
! wB97M-V def2-TZVPD RIJCOSX def2/J DEFGRID3
* xyz 0 1
C 2.5547 -0.0573 0.9440
C 0.0957 -0.5645 -1.6040
C -2.1733 0.4494 0.3223
C 0.4358 -0.5737 -0.1077
C -0.7569 0.8161 0.5853
N 1.7790 0.0377 -0.0592
F -0.4392 0.7891 1.8860
F -0.4841 2.0726 0.1241
H 3.6023 0.3808 0.8109
H 2.4361 -0.7746 1.7844
H -0.8961 -1.1513 -1.8425
H 0.0776 0.4124 -2.1013
H 0.8427 -1.1907 -1.9686
H -2.5566 1.1069 -0.3370
H -2.0848 -0.5137 -0.1761
H -2.7351 0.2034 1.2860
H 0.3019 -1.4426 0.4533
*
```

5.
# C12H14BCl3N6O2Pt

A molecular structure, C12H14BCl3N6O2Pt (ωB97M-V/def2-TZVPD, the Open Molecules 2025 dataset).

E_HOMO (spin up / spin down), eV: -14.9 / -15.8
Relative energy (zero: lowest compared OMol25 entry of this formula, charge and spin), kcal/mol: 0.0
LUMO (spin up / spin down), eV: -7.1 / -11.7
Strongest force on any atom, eV/Å: 4.808
E, hartree: -2468.6704

The geometry in ORCA input format:
```
! wB97M-V def2-TZVPD RIJCOSX def2/J DEFGRID3
* xyz 2 5
H -0.3628 2.8439 0.9032
N 0.1072 1.6132 -0.8021
B 0.7604 0.7977 -3.1658
N 0.6397 1.8838 -2.0417
C 0.8518 3.2143 -2.1427
Pt -0.3468 -0.4126 -0.3067
H 1.2529 3.6234 -3.0728
C 0.4779 3.7845 -0.9473
H 0.5210 4.8515 -0.7338
C 0.0308 2.7733 -0.1127
H 1.1887 1.2719 -4.1754
C -1.7953 -2.7968 0.9177
H -2.1951 -2.4033 1.8642
H -0.9229 -3.4484 1.0897
H -2.5866 -3.3375 0.3756
N -0.6600 0.1784 -3.1933
N 1.6248 -0.3358 -2.5641
N -1.3008 -0.2327 -2.0475
N 1.1784 -0.9918 -1.4361
C -1.4899 0.0370 -4.2356
C 2.7706 -0.9043 -2.9825
H -1.1448 0.3640 -5.1899
H 3.2462 -0.5403 -3.8917
C -2.6862 -0.5089 -3.7571
C 3.0946 -1.9244 -2.0808
C -2.5453 -0.6528 -2.3877
C 2.1132 -1.9092 -1.0809
H -3.5424 -0.7247 -4.3627
H 3.9320 -2.5887 -2.1784
H -3.2455 -0.9513 -1.5976
H 2.0198 -2.4138 -0.1383
H -1.4667 -1.8970 0.2674
Cl -3.1492 -0.4170 3.6186
C -2.3154 1.0563 3.0671
Cl -3.4598 2.2217 2.3692
Cl -1.4352 1.8284 4.4083
C -1.3533 0.5109 1.9646
O -0.2122 0.0693 2.2258
O -1.8656 0.4976 0.7551
*
```

6.
# H27O14

14 unconnected molecules or ions with the total composition H27O14 (ωB97M-V/def2-TZVPD, the Open Molecules 2025 dataset).

E_HOMO, eV: -6.7
Relative energy (zero: lowest compared OMol25 entry of this formula, charge and spin), kcal/mol: 81.8
LUMO, eV: 2.4
Strongest force on any atom, eV/Å: 3.862
E, hartree: -1069.5567

The geometry in ORCA input format:
```
! wB97M-V def2-TZVPD RIJCOSX def2/J DEFGRID3
* xyz -1 1
O -2.5777 -0.6653 0.0017
H -1.8118 -0.1051 0.4101
O -3.1235 3.8220 -1.5026
H -0.0457 -1.3102 1.4654
H -1.6022 -0.7969 5.0096
O -0.7272 3.0196 1.1641
H -0.3152 -0.4589 4.2121
H -0.2075 -0.9792 -2.0894
O -1.0163 -1.3296 -2.3993
H -0.0179 -0.1605 0.1647
H -1.5862 -1.0341 -1.6794
O 3.9285 1.9443 0.7731
H -3.3204 -0.1216 -0.3612
H -2.6791 3.7781 -0.6436
O 1.2800 -4.1726 0.2502
H 3.6435 1.3238 0.0891
H 0.2840 -4.2286 0.0844
O -0.3667 0.7044 -0.0273
H -0.4934 0.9183 -4.5016
H -0.0912 1.3928 0.5442
O -0.9747 -0.0807 4.8956
H -1.5161 2.4969 1.2013
H 3.1445 2.4882 0.9357
O 1.4683 -1.1363 -2.4567
H 1.8339 -1.9623 -2.1678
H -0.6966 3.4765 0.3311
O 3.9059 -1.2275 -0.9059
H 3.1165 -1.4355 -0.3658
H 3.5234 -1.0938 -1.7967
O 0.9209 -1.3838 0.2072
H 1.2341 -3.3718 -0.3086
H 0.9687 -1.9148 2.6283
O 0.1340 -1.3666 2.5346
H -1.9983 1.5731 3.2437
H 1.6066 -1.5857 0.8297
O -0.0414 0.6719 -5.3399
H 1.0111 -0.7538 -1.6284
H 0.5043 -0.0584 -5.0622
O -2.6200 1.2916 2.5851
H -3.2248 2.9953 -1.8640
H -2.9941 0.5096 2.8630
*
```